1.
Computed, not measured: a molecular structure, C45H61As3IPPb at a distorted geometry, with wB97M-V/def2-TZVPD.

```
112
Properties=species:S:1:pos:R:3:forces:R:3:lowdin_charge:R:1
Pb -0.738 -0.181 -0.005 -0.12 -0.13 -0.40 0.7415
C -3.576 -3.240 0.237 -0.10 0.26 -0.10 0.0115
C -2.959 -2.294 1.199 -0.52 -0.40 0.01 -0.1718
C -1.873 -2.750 2.004 0.60 0.09 0.98 -0.1983
C -1.246 -4.071 1.686 0.10 0.08 -0.02 -0.0050
C -1.561 -2.066 3.176 0.32 -0.64 -0.79 -0.1671
C -0.431 -2.515 4.054 0.01 -0.08 0.04 -0.0176
C -2.380 -0.992 3.595 -0.04 -0.05 0.18 -0.1098
C -2.363 -0.572 5.024 -0.17 -0.15 0.03 0.0103
C -3.282 -0.397 2.682 -0.37 -0.04 -1.04 -0.1645
C -3.995 0.865 3.036 -0.09 0.10 0.04 -0.0117
C -3.559 -1.032 1.467 -0.22 0.75 0.78 -0.2181
C -4.625 -0.490 0.567 0.08 0.04 -0.09 -0.0330
H -4.052 -4.035 0.821 0.00 -0.13 0.12 0.1424
H -2.851 -3.738 -0.404 0.06 -0.04 0.00 0.0921
H -4.352 -2.793 -0.372 0.05 0.00 -0.02 0.0805
H -1.939 -4.862 1.975 -0.04 -0.14 -0.03 0.1249
H -0.327 -4.245 2.234 0.02 -0.01 0.01 0.0779
H -1.045 -4.190 0.623 0.02 -0.04 -0.07 0.0889
H -0.127 -1.735 4.746 0.02 0.01 0.03 0.0792
H 0.434 -2.796 3.452 -0.02 -0.04 0.05 0.0707
H -0.721 -3.386 4.644 0.08 -0.06 0.07 0.1228
H -2.121 -1.416 5.665 0.06 -0.03 0.05 0.1078
H -3.338 -0.201 5.324 0.00 0.10 0.04 0.1086
H -1.627 0.208 5.233 0.06 0.09 -0.01 0.1030
H -5.051 0.669 3.222 -0.12 0.04 0.04 0.1263
H -3.951 1.577 2.211 0.00 0.05 0.05 0.0633
H -3.583 1.343 3.917 -0.02 0.06 0.03 0.0802
H -4.491 -0.796 -0.467 -0.01 0.02 -0.09 0.0764
H -4.668 0.596 0.600 -0.06 -0.04 0.00 0.0320
H -5.601 -0.844 0.902 -0.15 -0.05 -0.02 0.1311
C 3.713 -0.292 -0.966 -0.13 0.02 0.09 -0.2618
As 2.165 -0.805 0.141 0.96 -0.33 0.06 1.0311
C 2.250 -2.744 -0.118 -0.08 0.03 -0.03 -0.2687
C 2.922 -0.718 2.003 -0.10 -0.11 -0.21 -0.3117
C 3.122 0.635 2.695 0.21 -0.02 -0.39 -0.6700
C 3.890 1.602 1.804 -0.05 -0.11 0.03 -0.0547
C 1.796 1.289 3.118 -0.31 0.14 -0.11 -0.3022
As 0.356 1.798 1.807 0.45 0.69 0.44 1.0070
C 0.955 3.456 0.950 0.04 -0.04 0.06 -0.2449
C -0.850 2.591 3.126 -0.08 -0.06 -0.06 -0.2587
C 3.856 0.424 4.046 0.50 0.05 0.64 -0.2753
As 5.745 -0.304 4.293 -0.80 -0.63 -1.67 1.4296
C 5.662 -2.262 4.249 0.20 0.15 0.57 -0.2421
C 7.032 0.133 2.878 0.18 0.26 0.53 -0.2408
H 4.637 -0.565 -0.455 -0.10 -0.04 0.07 0.0394
H 3.730 0.771 -1.187 -0.06 0.06 0.05 0.0319
H 3.662 -0.834 -1.907 -0.12 -0.07 0.03 0.0227
H 3.258 -3.136 0.019 0.01 0.16 0.05 0.0511
H 1.940 -2.973 -1.139 -0.01 0.09 0.00 0.0395
H 1.577 -3.258 0.566 -0.04 0.03 0.07 0.0127
H 3.891 -1.229 1.927 -0.14 -0.02 -0.08 0.0703
H 2.273 -1.341 2.624 0.00 -0.12 -0.04 0.0696
H 3.308 1.783 0.898 0.20 0.11 -0.01 0.0468
H 4.857 1.198 1.517 0.07 -0.02 -0.12 0.0726
H 4.055 2.549 2.313 0.00 0.14 -0.03 0.1107
H 2.017 2.241 3.619 -0.11 -0.13 -0.03 0.0987
H 1.283 0.650 3.845 -0.07 0.06 -0.04 0.0778
H 1.027 4.235 1.710 0.06 -0.07 0.03 0.0556
H 0.217 3.767 0.212 -0.12 -0.10 0.00 0.0003
H 1.910 3.355 0.444 0.02 -0.09 0.01 0.0276
H -0.333 3.391 3.662 0.05 -0.13 -0.11 0.0596
H -1.197 1.850 3.841 0.06 -0.05 -0.02 0.0045
H -1.718 3.019 2.626 0.03 -0.01 -0.09 0.0279
H 3.276 -0.248 4.687 0.12 0.00 0.01 0.0820
H 3.901 1.386 4.564 0.03 -0.04 0.03 0.0839
H 4.806 -2.634 4.809 -0.02 0.13 -0.03 0.0424
H 6.568 -2.652 4.717 0.00 0.06 -0.01 0.0529
H 5.640 -2.621 3.218 -0.05 0.27 -0.08 0.0458
H 7.114 1.206 2.726 -0.10 0.02 0.03 0.0451
H 6.768 -0.376 1.950 -0.24 -0.08 0.12 0.0442
H 8.004 -0.239 3.209 -0.06 -0.03 0.04 0.0550
I -2.623 2.299 -0.713 -0.09 0.68 -0.12 1.0594
C -1.602 3.599 -2.083 -0.06 0.15 0.50 -0.5349
C -1.579 4.924 -1.716 -0.13 -0.56 0.18 -0.1479
C -1.178 5.892 -2.640 0.14 0.05 -0.50 -0.0324
C -0.889 5.516 -3.926 -0.09 0.17 0.40 0.0193
C -0.908 4.161 -4.317 -0.08 -0.18 0.25 -0.1358
C -0.693 3.817 -5.668 -0.03 -0.45 -0.05 0.0306
C -0.777 2.512 -6.082 0.07 0.55 -0.11 -0.0122
C -0.911 1.507 -5.131 -0.29 0.04 0.61 -0.0643
C -1.085 1.790 -3.782 -0.02 -0.30 -0.22 -0.3168
P -1.030 0.268 -2.761 0.29 0.02 -0.61 0.8611
C -2.591 -0.592 -3.117 0.28 0.08 0.30 -0.4003
C -2.714 -1.942 -2.782 -0.04 0.21 0.06 -0.1556
C -3.834 -2.648 -3.182 -0.09 -0.06 0.05 -0.0680
C -4.854 -2.004 -3.870 0.07 -0.05 0.05 -0.0250
C -4.754 -0.651 -4.155 -0.09 0.02 0.00 -0.0283
C -3.629 0.060 -3.781 0.18 -0.07 0.06 -0.0733
C 0.291 -0.626 -3.646 -0.03 -0.14 0.32 -0.3999
C 0.074 -1.778 -4.398 -0.06 0.21 0.18 -0.0765
C 1.098 -2.281 -5.180 0.21 -0.06 -0.12 -0.0375
C 2.327 -1.639 -5.227 -0.09 -0.02 0.01 -0.0330
C 2.552 -0.502 -4.461 0.03 -0.05 0.03 -0.0668
C 1.545 -0.004 -3.657 -0.25 -0.12 0.15 -0.1329
C -1.201 3.138 -3.353 0.10 -0.05 -0.25 -0.2088
H -1.906 5.232 -0.734 -0.07 0.01 0.07 0.1021
H -1.159 6.929 -2.346 -0.01 0.11 0.00 0.1270
H -0.671 6.261 -4.673 0.08 0.13 -0.11 0.1346
H -0.477 4.601 -6.376 -0.06 0.15 -0.11 0.1355
H -0.712 2.250 -7.126 0.13 0.02 -0.10 0.1290
H -0.888 0.479 -5.463 0.06 -0.02 -0.06 0.1188
H -1.920 -2.438 -2.233 0.07 -0.10 -0.11 0.0937
H -3.911 -3.706 -2.977 -0.03 -0.11 0.04 0.1206
H -5.725 -2.558 -4.184 -0.09 -0.07 -0.06 0.1263
H -5.544 -0.149 -4.689 -0.14 0.04 -0.05 0.1263
H -3.550 1.108 -4.028 0.01 0.07 -0.05 0.1107
H -0.895 -2.255 -4.411 0.00 -0.02 -0.06 0.1016
H 0.927 -3.160 -5.780 -0.01 -0.12 -0.09 0.1233
H 3.105 -2.014 -5.871 0.11 -0.07 -0.08 0.1231
H 3.508 -0.004 -4.512 0.11 0.08 0.01 0.1193
H 1.704 0.891 -3.062 0.03 0.06 -0.11 0.1063
```
Positions in Å, forces in eV/Å.

Calculated values
- total charge = +4
- HOMO-LUMO gap (spin up / spin down) (eV) = 3.61 / 4.20
- HOMO (spin up / spin down) (eV) = -16.696 / -16.702
- maximum force (eV/A) = 2.0

---

2.
Computed, not measured: a single C25H35N3O4 molecule, with wB97M-V/def2-TZVPD.

```
67
Properties=species:S:1:pos:R:3:forces:R:3:lowdin_charge:R:1
C -7.216 -0.151 0.723 -0.21 0.05 0.00 0.0033
C -6.044 0.239 1.189 0.19 -0.08 0.02 -0.1819
C -4.763 -0.491 0.957 0.07 0.12 0.07 -0.1331
C -3.749 0.317 0.116 -0.37 0.07 0.41 -0.3934
C -3.217 1.520 0.918 0.04 -0.08 0.00 -0.1195
C -2.185 2.312 0.183 -0.12 -0.09 0.20 -0.1736
C -2.320 3.588 -0.128 0.04 0.21 -0.07 0.0103
C -4.370 0.747 -1.221 0.21 -0.07 -0.06 -0.1008
C -3.247 0.589 -2.238 0.04 -0.07 0.07 -0.1377
C -2.486 -0.629 -1.724 0.17 -0.19 -0.56 -0.1353
N -2.644 -0.569 -0.284 -0.16 0.20 0.02 0.0228
C -1.888 -1.207 0.626 0.16 -0.34 -0.35 -0.4427
O -2.021 -1.045 1.828 0.13 -0.02 0.39 0.0544
C -0.835 -2.189 0.122 0.03 0.26 0.17 -0.0153
C 0.570 -1.624 0.438 -0.21 -0.12 0.16 -0.2117
C 0.948 -0.640 -0.660 0.11 -0.16 -0.05 -0.4626
O 0.504 0.496 -0.702 -0.32 0.35 0.12 0.0360
N 1.729 -1.113 -1.649 0.12 0.04 -0.37 0.1139
C 2.475 -2.352 -1.645 0.25 -0.38 0.10 -0.1417
C 1.898 -3.321 -0.602 0.05 0.06 -0.29 -0.1465
N 1.527 -2.691 0.642 -0.07 -0.09 0.13 -0.1197
C 2.615 -2.379 1.560 -0.01 0.06 0.01 -0.1195
C 3.582 -1.313 1.102 0.19 -0.05 0.08 -0.2157
C 4.830 -1.647 0.598 -0.08 0.11 0.17 -0.0686
C 5.673 -0.658 0.130 -0.08 0.19 -0.04 0.0013
C 5.301 0.683 0.120 0.11 -0.10 -0.03 -0.1936
O 6.244 1.514 -0.409 -0.20 -0.40 0.05 -0.0702
C 6.098 2.915 -0.365 0.07 0.52 -0.04 -0.0764
C 4.036 1.033 0.631 -0.04 0.21 -0.03 -0.1752
O 3.660 2.349 0.609 0.46 -0.34 -0.11 -0.1070
C 2.343 2.686 0.991 -0.33 0.08 0.04 -0.0606
C 3.219 0.028 1.133 0.12 0.04 0.06 0.0234
H -8.122 0.396 0.922 -0.15 0.16 0.07 0.0491
H -7.324 -1.046 0.131 0.06 -0.20 -0.12 0.0566
H -5.976 1.134 1.791 -0.09 0.16 0.09 0.1006
H -4.297 -0.727 1.915 -0.02 -0.05 -0.07 0.1155
H -4.967 -1.430 0.435 0.01 -0.02 -0.02 0.1281
H -4.057 2.163 1.182 -0.04 0.03 0.02 0.1135
H -2.770 1.130 1.835 -0.11 0.03 0.01 0.1191
H -1.281 1.778 -0.076 0.18 -0.03 -0.09 0.0817
H -1.549 4.134 -0.645 0.20 0.06 -0.12 0.0494
H -3.207 4.148 0.128 -0.21 0.05 0.08 0.0555
H -5.202 0.087 -1.471 -0.06 0.00 0.02 0.1169
H -4.744 1.768 -1.174 -0.09 0.03 0.03 0.1255
H -2.598 1.463 -2.218 0.01 -0.03 -0.06 0.1030
H -3.616 0.444 -3.252 0.04 0.00 -0.04 0.1132
H -2.925 -1.556 -2.117 0.07 0.07 -0.04 0.1295
H -1.434 -0.581 -2.006 -0.05 -0.06 -0.01 0.1086
H -0.947 -2.432 -0.932 -0.01 -0.05 -0.03 0.1066
H -0.949 -3.099 0.716 -0.01 0.08 -0.04 0.1384
H 0.467 -1.074 1.378 0.05 0.02 -0.17 0.1528
H 2.001 -0.429 -2.345 -0.15 0.04 0.17 0.1556
H 3.528 -2.138 -1.424 -0.19 -0.08 -0.11 0.0994
H 2.417 -2.801 -2.642 0.02 -0.02 0.11 0.1207
H 0.998 -3.792 -1.008 0.08 -0.06 -0.06 0.1178
H 2.628 -4.107 -0.398 -0.04 -0.03 -0.05 0.1265
H 3.157 -3.313 1.734 0.00 0.06 0.07 0.1232
H 2.148 -2.079 2.502 0.07 -0.06 0.00 0.1322
H 5.152 -2.678 0.579 0.03 -0.13 0.00 0.1142
H 6.651 -0.901 -0.256 0.13 0.00 -0.05 0.1206
H 5.965 3.276 0.657 0.01 -0.01 -0.08 0.0965
H 5.261 3.256 -0.978 0.09 -0.01 0.07 0.0929
H 7.030 3.309 -0.771 -0.07 0.00 0.04 0.0927
H 1.599 2.140 0.405 0.07 0.01 0.06 0.0724
H 2.176 2.509 2.058 0.01 0.00 -0.02 0.1002
H 2.252 3.752 0.789 -0.03 -0.05 0.06 0.0975
H 2.269 0.299 1.563 -0.15 0.09 0.02 0.1113
```
Positions in Å, forces in eV/Å.

Calculated values
- structure (SMILES) = C=CCC1(CC=C)CCCN1C(=O)C[C@@H]1C(=O)NCCN1Cc1ccc(OC)c(OC)c1
- HOMO-LUMO gap (eV) = 8.64
- HOMO (eV) = -7.998
- energy above the lowest of the compared OMol25 structures with the same formula, charge and spin (kcal/mol) = 55.09
- maximum force (eV/A) = 0.6

---

3.
Computed, not measured: a single C3H4FN molecule at a distorted geometry, with wB97M-V/def2-TZVPD.

```
9
Properties=species:S:1:pos:R:3:forces:R:3:lowdin_charge:R:1
C 0.075 0.164 0.274 -1.54 1.62 5.40 -0.0717
C -0.850 0.183 -0.851 -1.94 -0.71 -0.64 -0.3738
F -2.189 0.059 -0.307 1.47 0.58 -1.16 -0.0494
C -0.670 1.318 -1.752 -0.21 0.40 -0.43 -0.1596
N -0.363 2.097 -2.541 -0.19 -0.10 0.33 0.1703
H 0.230 1.128 1.011 -0.92 -1.79 -2.42 0.1526
H 1.036 -0.050 -0.019 2.19 -1.09 -0.56 0.0477
H -0.428 -0.554 1.023 1.43 0.53 -1.22 0.1189
H -0.690 -0.716 -1.504 -0.28 0.57 0.69 0.1650
```
Positions in Å, forces in eV/Å.

Calculated values
- structure (SMILES) = C[C@@H](F)C#N
- HOMO-LUMO gap (eV) = 12.99
- HOMO (eV) = -12.241
- energy above the lowest of the compared OMol25 structures with the same formula, charge and spin (kcal/mol) = 10.88
- maximum force (eV/A) = 5.8

---

4.
Computed, not measured: a single C4H7NO molecule, with wB97M-V/def2-TZVPD.

```
13
Properties=species:S:1:pos:R:3:forces:R:3:lowdin_charge:R:1
C 1.543 0.075 0.558 0.07 -0.02 0.04 -0.0532
C 0.389 -0.054 -0.434 0.13 -0.01 -0.02 -0.2373
C -0.825 -0.957 -0.085 0.06 -0.26 0.04 -0.1327
N -1.685 0.203 -0.315 -0.17 0.20 0.08 0.0833
C -0.643 1.092 -0.436 0.01 0.31 -0.02 -0.4756
O -0.592 2.296 -0.463 -0.03 -0.45 -0.03 0.0806
H 2.490 0.246 0.042 -0.11 0.04 0.06 0.0741
H 1.388 0.914 1.244 -0.03 -0.12 -0.08 0.0831
H 1.659 -0.834 1.156 -0.03 0.08 -0.10 0.0736
H 0.750 -0.255 -1.447 -0.07 0.04 0.14 0.1408
H -0.825 -1.306 0.955 0.03 0.06 -0.15 0.1143
H -1.015 -1.797 -0.761 0.03 0.12 0.11 0.1086
H -2.634 0.376 -0.015 0.11 0.01 -0.06 0.1404
```
Positions in Å, forces in eV/Å.

Calculated values
- structure (SMILES) = C[C@H]1CNC1=O
- HOMO-LUMO gap (eV) = 10.72
- HOMO (eV) = -9.724
- energy above the lowest of the compared OMol25 structures with the same formula, charge and spin (kcal/mol) = 20.16
- maximum force (eV/A) = 0.5

---

Question: Which of these has the lowest maximum force?
Answer: C4H7NO

---

Question: Which value of maximum force does entry 2 give?
Answer: 0.6 eV/A